35
Properties=species:S:1:pos:R:3:forces:R:3 method="wB97M-V/def2-TZVPD" e_above_lowest_ev=0.000 total_energy_ev=-29318.4636 charge=+3 spin_multiplicity=1 homo_lumo_gap_ev=3.39 homo_energy_ev=-19.41 lumo_ev=-16.0
Tl 0.54516 -1.74560 0.70338 -0.240 1.244 -0.261
C 2.37088 -2.06795 -2.56376 0.222 0.048 -0.226
C 2.79512 -0.65367 -2.14361 -0.250 0.704 -0.386
O 1.77456 -0.08150 -1.34329 0.910 -0.157 0.376
O 2.08876 -2.88018 -1.46422 -0.478 -0.194 0.009
H 3.16447 -2.48212 -3.18560 0.004 -0.026 0.031
H 1.43167 -1.95279 -3.13506 0.009 0.104 0.105
H 2.93747 -0.03197 -3.02925 0.000 -0.282 -0.166
H 3.76454 -0.67434 -1.62243 -0.247 -0.326 0.322
H 1.66399 0.83152 -1.64061 -0.534 -0.056 0.090
H 2.52399 -3.73869 -1.59148 0.104 0.010 0.475
C -1.55366 -0.73285 -2.32698 -1.468 0.365 0.324
O -0.64503 -1.37403 -1.71822 0.890 -0.071 0.015
N -1.50236 -0.49196 -3.64211 0.429 -0.190 0.679
N -2.62890 -0.29990 -1.62912 0.897 -0.147 -0.007
H -2.32843 -0.18940 -4.13662 0.073 -0.013 -0.153
H -0.70970 -0.84158 -4.15510 -0.167 -0.034 -0.236
H -2.60142 -0.50074 -0.64491 -0.328 0.067 0.008
H -3.45753 0.10441 -2.03878 0.008 -0.100 -0.095
C -0.59531 2.19316 0.61339 -0.297 0.098 -0.010
O -0.37876 0.94594 0.58534 -0.110 -0.321 -0.345
N 0.30237 3.09342 0.17838 0.139 0.331 0.108
N -1.80371 2.66199 0.99852 0.838 -0.293 -0.071
H 1.25343 2.86669 -0.05644 -0.053 -0.388 0.208
H 0.14583 4.08497 0.29293 -0.150 -0.040 -0.017
H -1.94350 3.64449 1.17113 -0.251 -0.005 -0.060
H -2.47537 1.99298 1.32756 -0.101 0.129 0.145
C -0.25344 -0.32442 4.13894 -1.163 -1.030 0.443
O 0.48203 -0.71487 3.17806 0.589 0.099 -0.852
N -1.57905 -0.60856 4.16189 1.393 0.754 -0.026
N 0.28758 0.29549 5.18752 0.150 0.030 -0.317
H -2.12293 -0.28144 4.94300 -0.406 -0.287 -0.131
H -1.96288 -1.09803 3.37807 -0.394 -0.026 0.150
H -0.27909 0.70271 5.91589 -0.021 -0.025 0.002
H 1.28919 0.34880 5.29356 0.001 0.028 -0.132